No. 1
The following is a quantum chemistry calculation of the molecule C5H9N3O, from OMol25.

Last column: Mulliken charge in e.
Positions of all 18 atoms, in Å:
1 C -0.22894 -0.70199 0.76450  0.327
2 N 1.92320 -1.54711 -0.10510  -0.500
3 N -0.97612 -1.63609 1.19137  -0.736
4 N 1.44241 1.86535 0.31591  -0.417
5 H -1.88488 -0.59835 -1.40329  0.314
6 O -1.21497 1.73674 0.75126  -0.598
7 C 1.13318 0.74698 -0.44535  -0.642
8 C -2.23405 0.16952 -0.71486  -1.229
9 H 1.33669 2.74273 -0.17743  0.231
10 C -1.10414 0.69167 0.14865  0.826
11 H -3.00164 -0.26565 -0.07588  0.312
12 H -2.65807 1.00417 -1.27399  0.379
13 H 0.90789 1.91780 1.17928  0.336
14 H 2.90376 -1.31728 -0.03998  0.229
15 C 1.02502 -0.53383 0.16272  0.425
16 H 1.61423 0.78054 -1.42402  0.357
17 H 1.66625 -2.47765 0.18749  0.197
18 H -0.64981 -2.57756 0.95873  0.189

Forces on atoms 1 to 3 (eV/Å):
-1.7 2.3 -0.6
-0.3 0.5 -0.1
-0.1 -0.2 -0.6

Values from the calculation:
SMILES string = [H]/N=C(C(C)=O)\C(N)=C/N
LUMO energy (spin up / spin down) = -0.0105 / -0.0106 Eh
HOMO energy (spin up / spin down) = -7.6 / -7.6 eV
Gap between HOMO and LUMO (spin up / spin down) = 7.332 / 7.330 eV
Relative energy (zero: lowest compared OMol25 entry of this formula, charge and spin) = 4.0246 eV
Maximum force = 3.94 eV Å⁻¹


No. 2
The following is a quantum chemistry calculation of a structure of composition C3H6N3O2, from OMol25.

Last column: Mulliken charge in e.
Positions of all 14 atoms, in Å:
1 H 2.53139 1.69981 0.80652  0.282
2 N -1.98521 -1.15609 0.02692  -0.167
3 H 2.08004 1.55338 -0.92561  0.312
4 N -0.53699 0.32435 0.11864  0.240
5 H 2.46868 -0.90501 0.91199  0.295
6 O -3.88741 0.17316 -0.01215  -0.413
7 H 1.81187 -0.88431 -0.90131  0.318
8 C -2.71829 0.06275 0.06518  0.481
9 O -1.77554 0.98164 -0.05921  -0.239
10 C 2.19101 1.08379 -0.01200  -0.456
11 N -0.69038 -0.89864 0.10974  -0.154
12 H -2.46975 -2.12542 -0.16942  0.344
13 H 0.87499 0.39970 0.04384  0.581
14 C 2.10558 -0.30911 -0.00316  -0.425

Forces on atoms 1 to 3 (eV/Å):
-0.3 -0.3 0.4
-1.2 -1.9 0.0
-0.6 1.1 -1.8

Values from the calculation:
LUMO energy = -0.1778 Eh
Net charge = +1
HOMO energy = -15.3 eV
Gap between HOMO and LUMO = 10.485 eV
Relative energy (zero: lowest compared OMol25 entry of this formula, charge and spin) = 4.9254 eV
Maximum force = 3.52 eV Å⁻¹


No. 3
The following is a quantum chemistry calculation of a cluster of 8 separate species, C69H147F3N6O5S in total, from OMol25.

Last column: Mulliken charge in e.
Positions of all 231 atoms, in Å:
1 H 9.28300 14.01292 -1.73960  0.419
2 C 0.62349 9.00134 0.12885  1.309
3 H 1.96862 4.48249 1.09841  0.356
4 H -5.03809 11.66494 0.50980  0.358
5 F 4.34677 7.51447 5.39912  -0.165
6 H -0.10482 5.76566 1.45643  -0.238
7 H -4.15840 14.10824 -3.30885  0.514
8 C -0.94574 5.23215 1.91301  0.565
9 H 5.90340 10.26391 1.28268  0.046
10 H 3.23042 7.60372 -4.76083  0.099
11 H -6.23720 10.55887 3.72176  0.399
12 F 5.20858 6.32867 3.76801  -0.187
13 H 0.84658 9.80602 0.83384  -1.098
14 H 4.37695 5.38644 -3.64314  0.255
15 C -2.37231 10.30103 -3.48814  1.889
16 H 1.39482 8.38513 -6.84662  0.387
17 C -0.75070 8.59237 -6.85919  -1.220
18 C 2.73144 2.52768 3.71848  -1.023
19 C -2.88927 11.42581 3.62188  0.048
20 C 7.82682 13.01448 -0.52097  -0.423
21 H -2.04684 11.83986 -1.37676  -0.643
22 H 7.35472 12.12778 1.77690  0.507
23 H 6.58529 8.55227 -1.33514  0.102
24 C 1.81047 11.55068 4.83303  0.526
25 C 3.10828 3.28120 2.43122  -0.567
26 C 7.42004 7.27276 0.27478  -1.037
27 C 5.65658 10.77841 0.35411  -1.081
28 H 8.39058 5.65085 -2.80063  0.360
29 C -0.97388 13.08676 -3.40568  0.347
30 H 3.78253 13.50670 0.75481  0.546
31 C -2.60212 7.71265 -3.52773  -1.188
32 H -3.77712 9.99891 2.37375  0.359
33 H 6.59093 3.56486 -4.99361  0.278
34 H 2.40793 11.28320 -0.06851  0.131
35 H -0.61035 12.65202 -4.33490  0.112
36 H 5.60948 11.01851 3.26507  0.145
37 H 3.41106 11.16077 -10.90165  0.348
38 C 2.47543 10.76035 -4.53928  0.594
39 C 4.07416 12.45413 0.79821  -0.374
40 C 4.08597 6.75704 4.36936  0.378
41 H -0.38070 14.88192 -2.38140  0.199
42 H 2.14021 10.91668 5.65333  0.811
43 C 6.37520 12.56091 1.96294  -0.991
44 C 3.12185 10.72585 -8.35418  -0.707
45 C 1.94912 4.24730 2.16143  -0.432
46 H -0.19577 8.34960 0.42403  0.377
47 H 7.52102 11.83847 4.50497  0.497
48 C 4.41866 10.55258 -9.17158  -0.680
49 H 4.11362 13.10713 -5.57219  0.446
50 H -0.52277 12.56496 -2.56234  -0.443
51 H 4.40904 7.40128 -0.13107  -0.546
52 C 6.30426 13.06216 -0.40998  -0.804
53 H -1.55817 8.76326 -6.14935  -0.088
54 H 6.48193 13.64601 1.93772  0.624
55 H 0.70710 1.73974 3.94169  0.389
56 C 7.85280 3.64005 -3.30005  -0.821
57 H 1.57368 10.42019 -4.02349  -0.298
58 H 3.57834 12.09833 -1.23685  -0.518
59 H 4.78283 12.62527 3.47801  0.279
60 H -2.48652 10.20403 -2.40697  -0.139
61 H 4.44695 9.71345 -11.24894  0.318
62 O 3.05802 7.08918 1.77678  -0.046
63 C -2.21153 15.22101 -3.38189  -0.832
64 H -1.49279 7.09243 3.06154  0.174
65 H 3.73704 12.19767 1.80323  -0.854
66 H -3.03733 7.66246 -2.52973  0.440
67 H -3.19675 11.48962 0.41821  0.106
68 C -4.00266 10.46328 3.33588  -0.532
69 C -1.52164 10.75536 3.52912  -0.692
70 O -0.30260 10.86689 -1.03704  -0.018
71 C 2.15764 12.54312 -6.09332  -0.448
72 H -3.01086 -0.43132 0.09099  0.386
73 H -5.59170 11.79612 2.56786  0.223
74 H -0.23068 14.64620 3.15224  0.342
75 H 2.43936 10.00156 -8.80768  0.364
76 H -2.77382 -0.48347 1.78962  0.340
77 H 7.79169 8.11732 0.85525  0.492
78 H -3.96251 12.96464 1.05637  0.471
79 H -1.39721 10.07424 4.37076  0.455
80 C -1.04107 1.72263 1.80093  -0.967
81 H 4.93964 9.65045 -8.83408  0.394
82 H 6.51725 5.79930 1.48869  0.511
83 H 5.71153 12.76784 -1.27968  0.155
84 C -0.22835 14.69636 1.06731  -1.490
85 H 0.60350 9.90564 4.45750  0.466
86 H 5.56715 4.61403 -1.81910  0.410
87 H -2.74845 9.08278 -5.20503  0.342
88 C 3.32472 10.48988 -6.87068  -0.798
89 H 8.17994 12.00156 -0.32176  0.386
90 C 5.01513 7.12648 -2.66541  -0.361
91 H -4.15146 9.69647 4.09929  0.465
92 H 0.38236 2.86252 0.60494  0.423
93 H -2.20583 13.55461 -1.27165  0.618
94 H 8.19711 13.62397 0.30405  0.473
95 H 6.90874 4.90954 -0.82707  0.621
96 C 5.81144 11.95326 5.84433  -1.133
97 H -0.74358 7.52175 -7.05508  0.457
98 H 8.05699 3.07785 -2.38710  0.361
99 C -4.13467 12.57098 -1.14834  -1.136
100 C 4.32036 10.34688 -0.27310  2.197
101 C -5.38645 11.17031 3.43441  -1.328
102 H 6.86970 13.39209 4.75705  0.413
103 C 0.65722 8.93324 -6.26032  0.553
104 H 5.51647 10.90381 5.77711  0.220
105 H 2.14403 7.42211 -3.33179  0.210
106 N -2.46589 12.82402 -3.18241  0.694
107 C 1.24134 2.68190 3.87266  -0.511
108 H 7.66368 14.41180 -2.21462  0.357
109 H -2.92003 11.62753 -4.98164  0.460
110 H -1.31124 10.35351 -3.73802  -0.789
111 H -1.74018 2.56347 1.69410  0.210
112 H 4.35731 9.94803 -1.28626  -0.431
113 H 2.29599 6.17333 -4.62280  0.472
114 H 5.09839 11.30976 -8.76327  0.367
115 C -0.35271 12.50639 4.96554  -0.838
116 H 5.92145 14.06897 -0.22657  0.731
117 H 1.14776 12.92016 -5.90197  0.317
118 F 3.42490 5.67544 4.82795  -0.202
119 C -3.05596 11.61107 -3.89675  -1.347
120 C 0.91159 10.79055 3.90685  0.323
121 C 7.47195 5.07438 -2.92843  -0.557
122 C 4.35576 10.64830 -10.70462  -1.207
123 C -0.59522 13.95743 2.39192  -0.737
124 H 6.49662 10.58186 -0.31104  0.210
125 H 1.95501 5.20153 2.68168  -0.181
126 H 3.71681 9.66303 0.32554  -1.205
127 H 8.75442 3.72677 -3.90500  0.369
128 H -1.39899 4.77632 1.03220  0.413
129 H -1.08381 3.73625 3.59973  0.610
130 O 0.64855 9.28410 -2.29277  -0.638
131 C -0.77341 14.62555 -3.36595  -0.740
132 H 1.29573 10.57013 2.91564  -0.901
133 H 5.86613 2.73724 -3.64670  0.253
134 H -3.16737 13.88767 -4.77673  0.622
135 C -4.07159 12.13787 0.35789  -1.023
136 H 2.66203 12.35530 -3.09381  0.297
137 H 7.19905 1.94443 -4.53106  0.395
138 O 1.88476 7.99980 3.72960  -0.404
139 N 2.14680 10.99986 -5.97659  0.759
140 N 0.73664 3.45763 2.68142  0.954
141 H 6.57891 11.93646 6.61900  0.441
142 C 3.15565 11.98622 -3.99480  0.157
143 H -4.13529 11.61011 -3.75658  0.500
144 H -5.26510 11.88252 4.25587  0.367
145 H 5.76678 7.26276 -3.44399  0.780
146 H 8.28213 6.60453 0.28790  0.300
147 H 3.26746 2.65575 1.55530  0.551
148 C 3.42814 11.59114 -0.28539  0.511
149 H 3.30643 3.01597 4.50317  0.386
150 H 0.66064 8.62376 -5.21493  -0.166
151 H -2.92320 12.27388 2.93461  -0.338
152 H -1.36294 1.50422 2.82400  0.539
153 H 3.12564 9.88451 -4.51656  -0.616
154 H 3.30442 9.42262 -6.65834  0.403
155 H 0.00730 10.91591 -5.87593  -0.281
156 H -0.97074 15.49018 1.01327  0.481
157 H -3.03602 6.88432 -4.08554  0.454
158 H 7.81874 7.42692 -1.90403  0.733
159 H -1.36527 10.17530 2.61868  -0.108
160 C 6.16213 6.65208 0.91261  -0.205
161 H -2.48424 15.72307 -2.45716  0.311
162 H -0.64284 -0.16186 0.98064  0.335
163 C 5.72079 12.10392 3.28818  -0.134
164 H -0.96598 13.39497 4.84104  0.541
165 H 1.10863 1.65832 1.76170  0.593
166 H 4.18473 11.87029 -3.64790  0.095
167 N 5.89960 6.59272 -1.52825  1.288
168 H -1.51485 7.63312 -3.50275  0.042
169 H 3.15856 1.52988 3.62494  0.386
170 H 4.99831 12.63391 6.08354  0.298
171 C 7.01697 7.56265 -1.18100  -0.624
172 C 3.14900 13.05444 -5.06419  -1.221
173 H -0.14978 14.05702 0.18606  0.052
174 H -2.26771 6.82736 1.53896  0.422
175 H 8.35630 12.76867 -2.56788  0.345
176 H 1.51480 13.69667 4.88871  0.323
177 C 6.56350 12.35913 4.57084  -1.041
178 C 5.12939 6.59198 -0.19831  -0.101
179 H 0.08805 5.02976 3.77864  0.599
180 H 3.35764 5.79148 -2.27334  0.320
181 H -4.08867 9.05062 -3.98862  0.446
182 C 8.28554 13.59188 -1.85825  -1.422
183 H -3.04713 11.89646 4.59547  0.568
184 H 4.65741 8.09710 -2.32387  -0.348
185 H 5.12648 11.33140 -11.05699  0.340
186 H -1.66283 13.75260 2.43896  0.370
187 C -3.14530 14.04488 -3.69830  -0.749
188 H 2.72875 11.70980 -8.61553  0.312
189 H 7.08619 5.56954 -3.82811  0.264
190 C 0.36230 2.43573 1.60327  -0.932
191 H 0.77321 15.12668 1.12593  0.502
192 H 3.96100 3.94323 2.59115  0.183
193 N -0.34571 11.69859 3.66463  1.205
194 O 3.96957 9.00265 2.88459  0.048
195 C -2.70111 12.66467 -1.66620  0.173
196 C -3.00873 9.09166 -4.14418  -0.925
197 C 3.88493 6.21491 -3.12967  -0.460
198 N 5.55298 12.25792 0.73318  1.057
199 C 6.81536 2.89176 -4.16275  -1.078
200 H -0.13418 15.10149 -4.10371  0.549
201 H -2.72476 5.81104 2.97051  0.509
202 C -0.40036 4.38164 3.04800  -1.501
203 H -0.23031 11.94511 1.62685  0.085
204 H 2.88584 14.05843 -4.73870  0.419
205 C 0.07021 12.58374 2.46299  0.309
206 H -4.82226 11.96491 -1.73406  0.509
207 H 4.63649 5.62268 -0.27938  0.411
208 H -2.33884 15.87930 -4.23976  0.429
209 C 0.82849 10.45416 -6.42843  -0.779
210 C -1.34961 0.63789 0.76193  -0.435
211 C 6.48415 5.20587 -1.78854  -0.750
212 H -4.58441 13.56574 -1.11111  0.406
213 C -1.91899 6.31015 2.43338  -1.570
214 H 0.64995 10.74258 -7.46340  0.804
215 H -0.86556 9.18702 -7.76343  0.457
216 C -2.79707 0.21134 0.94766  -1.318
217 H 1.24425 12.86354 6.37436  0.515
218 H 2.68654 11.84225 4.24819  -0.937
219 H 1.15759 3.41030 4.67919  0.393
220 H 5.76505 7.32616 1.67028  -0.311
221 H -0.77388 11.80410 5.68484  0.611
222 C 1.09844 12.77530 5.29725  -1.503
223 H -3.58142 0.95240 1.06976  0.360
224 H 2.23195 12.89517 -7.12116  0.520
225 H -1.17190 1.10995 -0.20586  0.384
226 S 3.13704 7.76710 3.04929  -0.001
227 H 4.22334 10.97886 -6.49804  0.541
228 H 1.15083 12.66833 2.33675  0.109
229 C 0.26248 9.73888 -1.18556  -0.517
230 H 1.59679 8.51304 0.06435  -0.443
231 C 2.82042 6.91369 -4.02077  -1.067

Forces on atoms 1 to 3 (eV/Å):
0.0 -0.1 -0.1
0.6 0.9 -0.8
-0.9 -0.1 0.0

Values from the calculation:
LUMO energy = -0.2622 Eh
Net charge = +4
HOMO energy = -15.9 eV
Gap between HOMO and LUMO = 8.756 eV
Maximum force = 3.25 eV Å⁻¹


No. 4
The following is a quantum chemistry calculation of a cluster of 2 separate species, CBrN3O2 in total, from OMol25.

Last column: Mulliken charge in e.
Positions of all 7 atoms, in Å:
1 N -0.74691 1.45015 0.07855  0.844
2 N -0.64617 -2.55734 -0.24511  -0.376
3 N 0.78520 -0.74033 0.46891  -0.360
4 O -1.90208 1.42027 0.17407  -0.422
5 Br 2.24011 0.08966 -0.13148  0.143
6 O 0.15943 2.04875 -0.34342  -0.407
7 C 0.11042 -1.71115 -0.00152  0.578

Forces on atoms 1 to 3 (eV/Å):
1.5 -2.8 1.3
-0.8 -1.1 -0.5
-0.2 0.9 1.6

Values from the calculation:
LUMO energy (spin up / spin down) = -0.0364 / -0.1030 Eh
HOMO energy (spin up / spin down) = -10.4 / -9.7 eV
Gap between HOMO and LUMO (spin up / spin down) = 9.438 / 6.862 eV
Relative energy (zero: lowest compared OMol25 entry of this formula, charge and spin) = 1.2405 eV
Maximum force = 3.40 eV Å⁻¹


no.,E_tot (a.u.)
1,-435.3098
2,-432.2203
3,-4118.4896
4,-2926.6270